# C70H156N8O11

11 unconnected molecules or ions with the total composition C70H156N8O11 at a distorted geometry (ωB97M-V/def2-TZVPD, the OMol25 dataset).

Computed properties:
Highest occupied orbital energy (alpha / beta) ... 0.00810 / -0.23475 Ha
Lowest unoccupied orbital energy (alpha / beta) ... 1.8 / 1.8 eV

Geometry as ORCA input:
```
! wB97M-V def2-TZVPD RIJCOSX def2/J DEFGRID3
* xyz -1 2
C -8.32 -11.22 16.64
O -9.11 -11.47 15.55
H -8.07 -10.16 16.66
H -8.78 -11.36 17.61
H -7.42 -11.84 16.57
H -9.37 -12.39 15.56
C -5.87 -12.25 11.73
O -5.50 -11.21 12.63
H -5.54 -12.03 10.71
H -5.47 -13.24 11.95
H -6.94 -12.38 11.86
H -6.28 -10.75 12.96
C -3.62 -8.46 12.02
O -3.32 -9.83 11.81
H -3.52 -8.12 13.05
H -3.00 -7.83 11.38
H -4.68 -8.35 11.79
H -4.09 -10.31 12.11
C -9.47 -8.15 12.95
C -8.03 -8.76 12.84
C -6.89 -8.08 13.60
O -6.77 -6.81 13.04
C -6.01 -5.85 13.73
N -8.11 -10.15 13.25
H -10.18 -8.74 12.37
H -9.57 -7.12 12.59
H -9.72 -8.22 14.01
H -7.77 -8.81 11.78
H -6.00 -8.72 13.60
H -7.14 -7.97 14.65
H -5.04 -6.32 13.92
H -6.27 -5.58 14.76
H -5.82 -4.92 13.21
H -8.83 -10.66 12.76
H -8.54 -10.25 14.16
C -11.55 -7.31 18.67
C -10.09 -6.91 18.43
C -9.77 -6.82 16.86
C -8.42 -6.06 16.61
C -8.55 -4.71 17.26
C -8.84 -4.68 18.77
N -10.01 -5.52 19.01
O -10.40 -5.45 20.34
C -7.54 -5.18 19.50
C -9.07 -3.17 19.16
C -9.17 -7.97 19.06
H -11.74 -7.63 19.69
H -11.85 -8.11 17.99
H -12.24 -6.49 18.47
H -9.75 -7.88 16.61
H -10.55 -6.34 16.26
H -8.47 -5.93 15.53
H -7.59 -6.73 16.86
H -9.28 -4.18 16.64
H -7.66 -4.11 17.09
H -7.69 -5.21 20.58
H -7.30 -6.16 19.08
H -6.64 -4.60 19.28
H -8.21 -2.59 18.82
H -10.00 -2.83 18.72
H -9.21 -3.03 20.24
H -9.58 -8.94 18.80
H -9.19 -7.97 20.15
H -8.14 -7.98 18.70
H -10.98 -4.68 20.30
C -6.10 -7.33 7.97
C -6.75 -6.06 8.34
C -5.93 -5.50 9.50
C -6.32 -4.06 9.88
C -6.09 -3.09 8.63
C -7.01 -3.55 7.44
N -6.74 -5.01 7.27
O -7.16 -5.52 6.04
C -8.48 -3.15 7.73
C -6.46 -2.89 6.11
C -8.18 -6.37 8.82
H -5.08 -7.10 7.67
H -6.54 -7.79 7.09
H -6.11 -8.03 8.81
H -6.08 -6.11 10.40
H -4.86 -5.66 9.35
H -5.61 -3.64 10.59
H -7.31 -3.99 10.34
H -5.03 -3.01 8.41
H -6.37 -2.06 8.87
H -8.42 -2.08 7.53
H -9.07 -3.74 7.03
H -8.83 -3.21 8.76
H -7.08 -3.14 5.25
H -6.52 -1.80 6.17
H -5.43 -3.08 5.80
H -8.17 -7.29 9.39
H -8.85 -6.47 7.96
H -8.62 -5.56 9.40
H -6.46 -5.19 5.47
C -15.95 -12.42 14.35
C -14.59 -11.91 14.87
C -13.63 -12.81 14.09
C -12.18 -12.29 14.18
C -12.12 -10.81 13.71
C -13.09 -9.84 14.40
N -14.43 -10.47 14.50
O -15.35 -9.63 15.14
C -12.49 -9.29 15.72
C -13.17 -8.67 13.44
C -14.37 -12.25 16.36
H -16.75 -11.99 14.95
H -16.13 -13.49 14.38
H -16.12 -11.97 13.37
H -13.62 -13.78 14.60
H -13.87 -13.05 13.05
H -11.39 -12.87 13.70
H -11.85 -12.22 15.22
H -12.27 -10.94 12.64
H -11.13 -10.40 13.93
H -12.34 -10.11 16.41
H -11.55 -8.74 15.60
H -13.21 -8.63 16.20
H -13.97 -8.01 13.76
H -12.26 -8.09 13.25
H -13.35 -8.97 12.40
H -13.34 -12.04 16.67
H -14.61 -13.27 16.64
H -15.03 -11.61 16.95
H -15.83 -9.23 14.41
C -10.13 -1.65 14.87
C -8.84 -1.84 13.95
C -9.24 -1.09 12.70
C -8.05 -0.77 11.77
C -7.05 0.06 12.57
C -6.57 -0.69 13.90
N -7.74 -1.20 14.67
O -7.43 -1.60 15.97
C -5.61 -1.89 13.39
C -5.70 0.26 14.62
C -8.59 -3.37 13.62
H -10.10 -2.21 15.80
H -11.08 -1.87 14.39
H -10.02 -0.64 15.25
H -9.90 -1.72 12.11
H -9.77 -0.17 12.96
H -8.49 -0.13 11.01
H -7.59 -1.66 11.35
H -7.49 1.03 12.79
H -6.19 0.20 11.91
H -5.39 -2.62 14.18
H -5.90 -2.46 12.51
H -4.66 -1.50 13.03
H -4.70 0.44 14.24
H -6.25 1.17 14.87
H -5.50 -0.15 15.61
H -8.13 -3.82 14.50
H -7.95 -3.63 12.78
H -9.54 -3.80 13.31
H -7.75 -0.85 16.46
C -1.98 -10.48 20.04
C -3.21 -10.43 19.08
C -4.42 -10.00 19.96
C -5.72 -9.60 19.14
C -5.41 -8.61 17.99
C -4.27 -9.06 17.07
N -3.10 -9.44 17.95
O -1.92 -9.63 17.27
C -4.74 -10.22 16.22
C -3.88 -7.85 16.21
C -3.49 -11.94 18.73
H -1.08 -10.88 19.58
H -2.21 -11.25 20.78
H -1.84 -9.50 20.48
H -4.64 -10.81 20.65
H -4.08 -9.21 20.63
H -6.49 -9.10 19.73
H -6.22 -10.49 18.74
H -5.34 -7.58 18.33
H -6.29 -8.66 17.35
H -5.07 -11.14 16.70
H -5.54 -10.01 15.51
H -3.93 -10.52 15.55
H -3.23 -8.26 15.44
H -4.74 -7.32 15.81
H -3.31 -7.11 16.77
H -2.94 -12.26 17.84
H -4.55 -12.10 18.58
H -3.20 -12.74 19.41
H -2.07 -10.48 16.84
C -8.08 -11.92 8.78
C -9.50 -11.27 8.56
C -9.89 -11.75 7.08
C -11.32 -11.62 6.80
C -12.19 -12.22 7.89
C -11.88 -11.79 9.32
N -10.44 -11.79 9.58
O -10.09 -11.45 10.91
C -12.47 -10.37 9.68
C -12.60 -12.83 10.16
C -9.39 -9.74 8.50
H -7.48 -11.35 9.49
H -7.49 -11.96 7.86
H -8.24 -12.97 9.04
H -9.29 -11.23 6.34
H -9.64 -12.80 6.96
H -11.51 -12.15 5.86
H -11.48 -10.56 6.58
H -12.04 -13.30 7.85
H -13.26 -12.06 7.72
H -12.32 -9.66 8.87
H -13.52 -10.33 9.98
H -11.96 -10.14 10.62
H -12.56 -12.64 11.23
H -13.67 -12.77 9.96
H -12.18 -13.82 9.98
H -9.26 -9.30 9.50
H -10.33 -9.46 8.03
H -8.47 -9.43 8.00
H -9.70 -12.28 11.18
C -12.94 -3.15 11.31
C -12.72 -4.50 10.54
C -13.72 -5.52 11.16
C -13.86 -6.81 10.35
C -14.13 -6.58 8.85
C -13.17 -5.49 8.17
N -13.04 -4.34 9.07
O -12.34 -3.25 8.53
C -11.84 -6.17 7.82
C -13.90 -5.10 6.90
C -11.27 -4.88 10.80
H -12.23 -2.37 11.04
H -12.89 -3.37 12.38
H -13.88 -2.69 11.02
H -13.53 -5.92 12.16
H -14.74 -5.14 11.17
H -14.72 -7.30 10.79
H -12.93 -7.39 10.35
H -15.15 -6.22 8.75
H -14.15 -7.52 8.30
H -10.96 -5.54 7.66
H -11.45 -6.76 8.65
H -11.84 -6.85 6.97
H -14.84 -4.62 7.14
H -13.30 -4.34 6.39
H -14.05 -5.91 6.19
H -10.91 -5.85 10.45
H -11.10 -4.67 11.85
H -10.64 -4.12 10.33
H -12.99 -2.57 8.32
*
```